Entry 1:
{
  "formula": "C32H34Br2F5NO2P",
  "method": "the ωB97M-V functional and the def2-TZVPD basis",
  "symbols": ["C", "C", "C", "N", "P", "C", "C", "C", "C", "C", "Br", "C", "C", "Br", "C", "F", "F", "C", "C", "C", "C", "C", "C", "F", "F", "F", "C", "H", "H", "H", "H", "H", "H", "H", "H", "H", "H", "H", "H", "H", "H", "H", "H", "H", "H", "H", "H", "H", "H", "H", "H", "H", "H", "C", "C", "C", "C", "C", "C", "C", "O", "C", "C", "C", "C", "C", "C", "C", "O", "H", "H", "H", "H", "H", "H", "H", "H"],
  "xyz": [[5.638, 2.666, -1.407], [5.074, 1.627, -2.486], [4.012, 0.683, -1.782], [2.787, 0.407, -2.594], [2.136, -1.168, -2.314], [0.713, -1.344, -3.507], [1.099, -1.188, -5.029], [1.347, 0.293, -5.505], [-0.167, -1.713, -5.854], [3.415, -2.522, -2.436], [2.683, -4.306, -1.922], [4.072, -2.725, -3.866], [5.262, -3.787, -3.667], [4.895, -1.117, -4.635], [1.329, -1.056, -0.585], [0.912, -2.323, -0.135], [2.205, -0.582, 0.380], [0.021, -0.187, -0.607], [-1.291, -0.839, -0.393], [-2.547, -0.074, -0.366], [-2.557, 1.387, -0.598], [-1.250, 2.008, -0.805], [-1.212, 3.551, -1.051], [-0.111, 3.786, -1.884], [-1.055, 4.281, 0.085], [-2.301, 3.955, -1.789], [0.007, 1.257, -0.792], [5.086, 3.639, -1.478], [5.546, 2.277, -0.356], [6.730, 2.803, -1.605], [4.572, 2.146, -3.340], [5.935, 0.990, -2.819], [4.544, -0.227, -1.409], [3.664, 1.235, -0.857], [2.067, 1.123, -2.479], [0.246, -2.349, -3.283], [-0.108, -0.592, -3.306], [1.967, -1.806, -5.368], [1.528, 0.240, -6.620], [2.255, 0.779, -5.072], [0.401, 0.887, -5.384], [-1.068, -1.155, -5.458], [-0.366, -2.799, -5.635], [-0.077, -1.498, -6.946], [4.264, -2.353, -1.714], [3.333, -3.242, -4.532], [5.940, -3.629, -4.555], [4.883, -4.839, -3.755], [5.799, -3.593, -2.706], [-1.401, -1.936, -0.214], [-3.513, -0.603, -0.168], [-3.526, 1.938, -0.578], [0.941, 1.848, -0.927], [-2.768, 3.872, 4.862], [-2.858, 3.323, 3.585], [-3.302, 2.019, 3.420], [-3.647, 1.255, 4.530], [-3.534, 1.797, 5.810], [-3.104, 3.111, 5.972], [-3.852, 0.976, 7.007], [-3.757, 1.448, 8.122], [-4.278, -0.432, 6.815], [-4.524, -1.233, 7.927], [-4.936, -2.547, 7.759], [-5.112, -3.065, 6.479], [-4.862, -2.274, 5.367], [-4.435, -0.959, 5.531], [-4.137, -0.132, 4.337], [-4.286, -0.585, 3.215], [-2.430, 4.894, 4.989], [-2.583, 3.914, 2.719], [-3.376, 1.597, 2.425], [-3.028, 3.541, 6.964], [-4.392, -0.834, 8.926], [-5.122, -3.170, 8.626], [-5.441, -4.090, 6.349], [-4.996, -2.683, 4.373]],
  "lowdin_charge": [-0.103, -0.243, -0.283, -0.146, 1.058, -0.216, -0.436, -0.095, -0.078, -0.754, 0.781, -0.796, -0.177, 0.800, -0.462, -0.019, 0.061, -0.134, 0.010, -0.014, 0.025, -0.072, -0.484, 0.069, 0.139, 0.117, 0.031, 0.080, 0.075, 0.076, 0.108, 0.071, 0.107, 0.111, 0.089, 0.112, 0.117, 0.096, 0.094, 0.046, 0.093, 0.091, 0.087, 0.089, 0.080, 0.086, 0.069, 0.069, 0.089, 0.120, 0.118, 0.131, 0.115, -0.050, -0.056, -0.006, -0.084, -0.079, 0.007, -0.277, 0.114, -0.082, 0.005, -0.050, -0.054, -0.001, -0.086, -0.278, 0.084, 0.110, 0.099, 0.101, 0.124, 0.124, 0.111, 0.109, 0.119],
  "de_lowest_kj_mol": 0.0,
  "total_charge": 1,
  "orbital_gap_ev": 8.004,
  "homo_energy_ev": -11.3,
  "lumo_energy_ha": -0.119
}

Entry 2:
{
  "formula": "C32H34BrFeOP",
  "method": "the ωB97M-V functional and the def2-TZVPD basis",
  "symbols": ["Fe", "C", "C", "C", "C", "C", "C", "P", "C", "C", "C", "C", "C", "C", "C", "C", "C", "C", "C", "C", "H", "H", "H", "H", "H", "H", "H", "H", "H", "H", "H", "H", "H", "H", "C", "C", "C", "C", "C", "C", "C", "Br", "C", "O", "C", "C", "C", "C", "C", "C", "H", "H", "H", "H", "H", "H", "H", "H", "H", "H", "H", "H", "H", "H", "H", "H", "H", "H", "H", "H"],
  "xyz": [[0.425, -1.544, -0.529], [6.933, -1.440, 0.227], [6.062, -0.371, 0.387], [4.693, -0.581, 0.338], [4.206, -1.871, 0.134], [5.079, -2.946, -0.028], [6.445, -2.723, 0.017], [2.439, -2.133, 0.134], [1.939, -3.427, -1.034], [0.884, -4.300, -0.755], [0.343, -5.090, -1.773], [0.837, -5.004, -3.058], [1.883, -4.123, -3.350], [2.418, -3.332, -2.358], [1.594, -2.518, 1.672], [1.886, -3.058, 2.910], [0.829, -3.185, 3.804], [-0.456, -2.784, 3.453], [-0.734, -2.244, 2.199], [0.307, -2.118, 1.293], [8.001, -1.271, 0.262], [6.448, 0.627, 0.545], [4.008, 0.251, 0.450], [4.694, -3.945, -0.193], [7.130, -3.551, -0.110], [0.505, -4.402, 0.254], [-0.463, -5.772, -1.537], [0.415, -5.614, -3.845], [2.269, -4.057, -4.358], [3.223, -2.643, -2.588], [2.891, -3.353, 3.182], [1.006, -3.592, 4.790], [-1.255, -2.894, 4.175], [-1.741, -1.928, 1.952], [-5.233, 3.342, 0.642], [-4.828, 2.818, -0.743], [-5.944, 1.909, -1.257], [-4.673, 3.996, -1.714], [-3.494, 2.082, -0.636], [-3.342, 0.749, -0.986], [-2.090, 0.188, -0.866], [-1.830, -1.662, -1.325], [-0.952, 0.849, -0.416], [0.234, 0.220, -0.369], [-1.098, 2.193, -0.026], [-2.364, 2.753, -0.170], [0.025, 3.092, 0.515], [-0.429, 3.701, 1.852], [0.275, 4.216, -0.502], [1.363, 2.391, 0.778], [-6.187, 3.867, 0.576], [-4.498, 4.041, 1.043], [-5.342, 2.522, 1.353], [-6.876, 2.472, -1.308], [-6.110, 1.057, -0.594], [-5.732, 1.536, -2.261], [-5.620, 4.530, -1.807], [-4.379, 3.647, -2.706], [-3.922, 4.707, -1.369], [-4.171, 0.155, -1.344], [-2.482, 3.793, 0.103], [-1.320, 4.318, 1.752], [0.365, 4.336, 2.249], [-0.637, 2.919, 2.584], [-0.621, 4.814, -0.674], [0.599, 3.808, -1.460], [1.056, 4.882, -0.131], [1.256, 1.567, 1.485], [2.048, 3.123, 1.209], [1.809, 2.005, -0.137]],
  "mulliken_spin": [1.218, -0.001, 0.000, -0.005, -0.018, -0.003, -0.001, -0.120, 0.031, -0.016, 0.003, -0.009, 0.001, -0.008, 0.057, -0.019, 0.034, -0.021, 0.046, -0.181, 0.000, 0.000, -0.002, -0.001, 0.000, 0.000, 0.000, 0.000, 0.000, -0.001, -0.002, 0.001, -0.001, -0.001, 0.001, 0.003, 0.000, 0.001, -0.001, 0.000, -0.002, -0.004, -0.015, 0.035, 0.007, -0.006, 0.001, 0.000, 0.002, 0.000, 0.000, 0.000, 0.000, 0.000, 0.000, 0.000, 0.000, 0.000, 0.000, -0.001, 0.000, 0.000, 0.000, 0.001, 0.000, 0.000, 0.000, 0.001, 0.000, -0.001],
  "multiplicity": 2,
  "de_lowest_kj_mol": 2.4,
  "total_charge": 1,
  "orbital_gap_ev": [6.971, 7.424],
  "homo_energy_ev": [-10.8, -10.9],
  "lumo_energy_ha": [-0.140, -0.126]
}

Entry 3:
{
  "formula": "C32H34F6N3O12Si",
  "method": "the ωB97M-V functional and the def2-TZVPD basis",
  "symbols": ["C", "Si", "C", "C", "C", "C", "F", "F", "C", "C", "C", "N", "N", "C", "C", "C", "C", "N", "C", "C", "C", "C", "C", "C", "C", "C", "H", "H", "H", "H", "H", "H", "H", "H", "H", "H", "H", "H", "H", "H", "H", "H", "H", "H", "H", "H", "H", "H", "C", "C", "O", "C", "O", "O", "F", "H", "H", "H", "C", "C", "O", "C", "O", "O", "F", "H", "H", "H", "C", "C", "O", "C", "O", "O", "F", "H", "H", "H", "C", "C", "O", "C", "O", "O", "F", "H", "H", "H"],
  "xyz": [[-1.014, 2.740, -0.076], [-0.391, 1.152, 0.747], [-0.879, -0.266, -0.364], [-1.238, 1.062, 2.441], [-2.677, 0.566, 2.303], [-3.686, 1.248, 3.222], [-4.652, 0.421, 3.642], [-3.078, 1.705, 4.359], [-4.245, 2.483, 2.530], [-3.754, 3.716, 2.875], [-4.253, 4.806, 2.177], [-5.134, 4.626, 1.225], [-5.649, 3.464, 0.840], [-5.212, 2.414, 1.499], [-5.778, 1.120, 1.053], [-5.289, 0.500, -0.086], [-5.864, -0.691, -0.492], [-6.856, -1.313, 0.141], [-7.309, -0.691, 1.227], [-6.828, 0.509, 1.716], [1.454, 1.355, 0.941], [2.075, 1.636, 2.166], [3.457, 1.821, 2.242], [4.259, 1.717, 1.101], [3.647, 1.441, -0.125], [2.267, 1.258, -0.203], [-0.552, 3.608, 0.389], [-0.677, 2.720, -1.110], [-2.101, 2.840, -0.059], [-0.507, -1.227, -0.019], [-1.968, -0.327, -0.399], [-0.531, -0.062, -1.373], [-0.688, 0.395, 3.099], [-1.166, 2.063, 2.859], [-3.021, 0.715, 1.281], [-2.741, -0.501, 2.494], [-3.020, 3.878, 3.644], [-3.938, 5.811, 2.399], [-5.476, 5.429, 0.711], [-4.483, 0.930, -0.659], [-5.493, -1.163, -1.389], [-8.114, -1.176, 1.759], [-7.262, 0.943, 2.602], [1.495, 1.716, 3.075], [3.934, 2.045, 3.186], [5.328, 1.838, 1.161], [4.266, 1.370, -1.006], [1.823, 1.058, -1.167], [1.891, -2.167, -3.328], [1.367, -2.308, -4.734], [0.181, -1.519, -4.699], [0.363, -0.564, -3.753], [-0.322, 0.400, -3.625], [1.424, -0.856, -2.974], [1.042, -3.590, -5.027], [1.448, -2.901, -2.654], [2.974, -2.223, -3.271], [2.035, -1.921, -5.501], [4.997, 1.456, -7.472], [4.258, 0.373, -8.226], [4.246, -0.692, -7.284], [4.303, -0.142, -6.043], [4.068, -0.729, -5.038], [4.651, 1.158, -6.112], [4.917, -0.021, -9.337], [6.076, 1.364, -7.601], [4.683, 2.461, -7.739], [3.231, 0.625, -8.492], [-2.162, -3.898, 3.779], [-2.791, -5.213, 3.377], [-2.960, -5.051, 1.979], [-2.006, -4.184, 1.541], [-1.709, -4.020, 0.409], [-1.441, -3.537, 2.596], [-3.999, -5.397, 3.956], [-2.926, -3.146, 3.986], [-1.492, -3.979, 4.631], [-2.169, -6.089, 3.563], [6.292, -2.330, 2.834], [7.217, -1.935, 1.705], [7.061, -0.528, 1.665], [6.716, -0.116, 2.917], [6.749, 1.006, 3.291], [6.338, -1.172, 3.676], [6.830, -2.463, 0.519], [5.273, -2.479, 2.475], [6.620, -3.213, 3.375], [8.268, -2.175, 1.874]],
  "lowdin_charge": [-0.152, 0.592, -0.128, -0.213, -0.124, -0.484, 0.138, 0.086, 0.017, 0.088, 0.026, 0.086, 0.218, -0.130, -0.190, -0.012, -0.110, 0.099, -0.114, -0.008, -0.252, -0.096, -0.075, -0.071, -0.066, -0.084, 0.032, 0.037, 0.007, 0.043, 0.026, 0.006, 0.087, 0.077, 0.076, 0.133, 0.144, 0.155, 0.191, 0.118, 0.117, 0.115, 0.124, 0.089, 0.102, 0.096, 0.104, 0.088, -0.041, -0.303, 0.143, -0.566, 0.151, 0.054, 0.083, 0.147, 0.132, 0.151, -0.040, -0.308, 0.137, -0.543, 0.170, 0.084, 0.087, 0.148, 0.142, 0.175, -0.053, -0.312, 0.138, -0.551, 0.183, 0.055, 0.082, 0.138, 0.141, 0.176, -0.049, -0.312, 0.126, -0.559, 0.175, 0.074, 0.077, 0.144, 0.140, 0.174],
  "total_charge": 1,
  "orbital_gap_ev": 5.907,
  "homo_energy_ev": -10.9,
  "lumo_energy_ha": -0.182
}